# 1
{
  "formula": "C36H54IN3O2RuSSi2Te",
  "method": "ωB97M-V/def2-TZVPD",
  "molar_mass_g_mol": 1004.7,
  "e_lumo_ev": [1.9, 1.9],
  "energy_ha": -3356.84985,
  "total_charge": -1,
  "s_squared": 0.77,
  "gap_ha": [0.2182, 0.2227],
  "relative_energy_kcal_mol": 19.1,
  "spin_multiplicity": 2,
  "fmax_ev_per_a": 1.671,
  "elements": ["Ru", "C", "Si", "C", "C", "C", "C", "C", "C", "N", "C", "S", "H", "H", "H", "H", "H", "H", "H", "H", "H", "H", "H", "H", "C", "N", "C", "C", "N", "H", "H", "H", "H", "H", "H", "C", "Si", "C", "C", "C", "C", "C", "C", "C", "C", "H", "H", "H", "H", "H", "H", "H", "H", "H", "H", "H", "H", "H", "H", "H", "H", "H", "H", "H", "H", "H", "I", "C", "C", "C", "C", "C", "C", "C", "O", "O", "H", "H", "H", "H", "C", "C", "C", "C", "C", "C", "Te", "C", "C", "C", "H", "H", "H", "H", "H", "H", "H", "H", "H", "H", "H"],
  "xyz": [[0.1437, -0.0284, 1.1809], [4.1354, -4.7165, -1.7519], [3.3387, -4.1085, -0.1629], [4.0289, -5.1058, 1.2720], [1.5016, -4.4002, -0.2245], [3.9397, -2.3385, 0.1411], [5.3084, -2.2173, 0.3791], [5.8535, -1.0493, 0.8894], [4.9642, -0.0409, 1.2236], [3.6701, -0.0985, 0.9616], [3.1758, -1.1780, 0.3656], [1.4703, -1.1332, -0.1714], [3.8967, -5.7661, -1.9293], [5.2205, -4.6197, -1.7252], [3.7715, -4.1411, -2.6032], [3.8191, -6.1684, 1.1530], [3.5673, -4.7677, 2.2003], [5.1058, -4.9824, 1.3777], [1.3323, -5.4739, -0.1054], [1.0670, -4.0828, -1.1707], [0.9533, -3.8746, 0.5544], [5.9619, -3.0618, 0.1872], [6.9162, -0.9360, 1.0567], [5.3012, 0.8591, 1.7312], [-4.6368, 0.7610, 0.4564], [-4.0760, 0.8340, 1.7999], [-4.7949, 1.5977, 2.8056], [-2.7747, 0.6910, 1.9410], [-1.6398, 0.5623, 2.0995], [-5.5774, 0.2076, 0.4923], [-3.9367, 0.2307, -0.1871], [-4.8129, 1.7664, 0.0637], [-5.8019, 1.1888, 2.9006], [-4.8587, 2.6559, 2.5277], [-4.2843, 1.5063, 3.7623], [1.9513, 2.3999, -0.4808], [0.4775, 2.2815, 0.6937], [0.9836, 3.2958, 2.2457], [1.1096, 4.7976, 1.9708], [0.0119, 3.1205, 3.4096], [2.3531, 2.7804, 2.6806], [-0.9867, 3.1571, -0.2500], [-1.5432, 2.1212, -1.2371], [-0.4805, 4.3500, -1.0745], [-2.1340, 3.6711, 0.6203], [2.3538, 3.4175, -0.4841], [1.6802, 2.1372, -1.5035], [2.7245, 1.7080, -0.1614], [0.1565, 5.2637, 1.7265], [1.8049, 5.0182, 1.1588], [1.4899, 5.2991, 2.8688], [-0.9946, 3.4682, 3.1705], [0.3669, 3.6903, 4.2754], [-0.0668, 2.0814, 3.7170], [3.1260, 3.0068, 1.9447], [2.3332, 1.7013, 2.8191], [2.6388, 3.2510, 3.6299], [-0.7910, 1.8227, -1.9687], [-2.3927, 2.5465, -1.7886], [-1.8743, 1.2083, -0.7479], [0.2934, 4.0620, -1.7830], [-0.0804, 5.1534, -0.4612], [-1.3193, 4.7617, -1.6494], [-2.5690, 2.9018, 1.2564], [-2.9272, 4.0651, -0.0271], [-1.8167, 4.4820, 1.2746], [-7.0175, -3.6501, -3.2837], [-5.3164, -3.1099, -2.2085], [-4.5065, -2.0883, -2.6819], [-3.3858, -1.7253, -1.9500], [-3.0706, -2.3712, -0.7618], [-3.8790, -3.4098, -0.3224], [-5.0087, -3.7810, -1.0336], [-1.8567, -1.9641, 0.0586], [-1.3733, -2.7698, 0.8471], [-1.4798, -0.7729, -0.1798], [-4.7459, -1.5819, -3.6066], [-2.7267, -0.9425, -2.3058], [-3.5978, -3.9224, 0.5889], [-5.6366, -4.5882, -0.6850], [1.0438, 2.6846, 8.4766], [1.0282, 1.7343, 7.3110], [-0.1335, 1.0986, 6.9146], [-0.1599, 0.2181, 5.8382], [-1.4483, -0.4852, 5.5270], [1.0116, -0.0153, 5.1055], [1.0194, -1.2705, 3.3953], [2.2170, 0.5613, 5.5451], [3.5495, 0.2725, 4.9086], [2.1967, 1.4354, 6.6266], [0.0426, 3.0602, 8.6933], [1.6904, 3.5404, 8.2765], [1.4162, 2.2010, 9.3831], [-1.0537, 1.2860, 7.4584], [-2.2392, -0.1312, 6.1913], [-1.3397, -1.5633, 5.6552], [-1.7485, -0.3361, 4.4949], [3.6408, 0.7352, 3.9329], [3.6922, -0.7960, 4.7479], [4.3518, 0.6464, 5.5440], [3.1284, 1.8916, 6.9439]],
  "forces_ev_per_angstrom": [[-1.4, -0.8, 0.4], [0.0, 0.0, 0.0], [-0.1, 0.2, -0.1], [0.0, 0.1, 0.0], [0.1, -0.1, 0.0], [0.1, -0.2, 0.1], [0.0, 0.0, 0.0], [-0.1, 0.0, 0.0], [0.2, 0.0, 0.1], [-0.1, 0.3, -0.1], [-0.5, -0.2, -0.1], [1.1, -0.3, -0.2], [0.0, -0.1, 0.0], [0.1, 0.0, 0.0], [0.0, 0.0, -0.1], [0.0, -0.1, 0.0], [0.0, 0.0, 0.1], [0.1, 0.0, 0.0], [0.0, -0.1, 0.0], [0.0, 0.0, -0.1], [0.0, 0.0, 0.1], [0.0, 0.0, 0.0], [0.0, 0.0, 0.1], [0.1, 0.0, 0.0], [0.0, -0.1, 0.0], [-0.2, -0.1, 0.1], [-0.1, 0.0, 0.0], [0.4, 0.0, 0.5], [-0.3, 0.3, -0.3], [0.0, 0.0, 0.0], [-0.1, 0.1, 0.0], [0.0, 0.0, -0.1], [0.0, 0.0, 0.0], [0.0, 0.0, 0.0], [0.0, 0.0, 0.0], [-0.1, 0.2, -0.1], [0.1, 0.0, 0.1], [-0.1, 0.2, 0.0], [0.1, 0.0, -0.1], [-0.1, -0.1, 0.1], [0.1, 0.0, 0.1], [0.1, -0.2, -0.1], [-0.1, 0.1, 0.0], [-0.1, -0.1, 0.0], [0.0, 0.0, 0.1], [0.0, 0.0, -0.1], [-0.1, 0.0, -0.1], [0.1, 0.0, 0.1], [-0.1, 0.0, 0.0], [0.0, 0.0, -0.1], [0.0, 0.0, 0.0], [0.0, 0.1, 0.0], [0.0, 0.0, 0.1], [0.0, -0.2, 0.0], [0.0, 0.0, -0.1], [0.0, -0.1, 0.0], [0.0, 0.0, 0.0], [0.1, 0.0, 0.0], [0.0, 0.1, -0.1], [0.0, 0.0, 0.0], [0.0, -0.1, -0.1], [0.0, 0.1, 0.1], [0.0, 0.0, 0.0], [0.0, 0.0, 0.0], [-0.1, 0.0, 0.0], [0.0, 0.1, 0.0], [-0.1, 0.0, -0.1], [0.1, 0.0, 0.1], [0.0, 0.0, 0.0], [0.1, 0.1, -0.1], [0.0, -0.1, 0.0], [0.1, 0.0, 0.1], [0.0, 0.0, -0.1], [-0.1, -0.5, 0.0], [-0.1, 0.1, 0.0], [0.7, 0.8, 0.0], [0.0, 0.0, 0.0], [-0.1, 0.0, 0.0], [0.0, 0.0, 0.0], [0.0, 0.0, 0.0], [0.0, 0.1, 0.1], [0.1, 0.1, 0.0], [-0.1, 0.0, 0.0], [0.1, 0.0, 0.0], [-0.1, 0.0, 0.0], [0.1, 0.0, 0.1], [0.3, 0.2, -0.4], [-0.1, 0.1, 0.0], [0.0, -0.2, 0.1], [0.0, 0.0, 0.0], [0.0, 0.0, 0.0], [0.0, 0.0, 0.0], [0.0, 0.0, 0.0], [0.0, 0.0, 0.0], [0.0, 0.0, 0.0], [0.0, 0.0, 0.0], [0.0, 0.0, -0.2], [0.0, 0.1, -0.2], [0.0, 0.0, 0.0], [0.1, 0.0, 0.0], [0.0, 0.0, 0.0]]
}

# 2
{
  "formula": "C36H54N2O6",
  "method": "ωB97M-V/def2-TZVPD",
  "molar_mass_g_mol": 610.8,
  "smiles": "CCOCCCCCc1ccc2c(c1)C(=O)N(CCOCCOc1ccc(C(C)(C)CC(C)(C)C)cc1)C2=O.CN(C)C=O",
  "e_lumo_ev": -0.6,
  "energy_ha": -1964.94601,
  "gap_ha": 0.3003,
  "fmax_ev_per_a": 2.826,
  "elements": ["C", "C", "O", "C", "C", "C", "C", "C", "C", "C", "C", "C", "C", "C", "C", "O", "N", "C", "C", "O", "C", "C", "O", "C", "C", "C", "C", "C", "C", "C", "C", "C", "C", "C", "C", "C", "C", "C", "O", "H", "H", "H", "H", "H", "H", "H", "H", "H", "H", "H", "H", "H", "H", "H", "H", "H", "H", "H", "H", "H", "H", "H", "H", "H", "H", "H", "H", "H", "H", "H", "H", "H", "H", "H", "H", "H", "H", "H", "H", "H", "H", "H", "H", "H", "H", "H", "C", "N", "C", "C", "O", "H", "H", "H", "H", "H", "H", "H"],
  "xyz": [[7.0624, -2.2972, 2.7159], [6.7902, -3.0657, 1.3552], [7.9628, -3.1272, 0.5345], [7.6222, -3.5352, -0.8074], [8.6695, -2.9411, -1.8260], [8.2894, -1.4289, -2.1628], [9.1026, -0.3786, -1.3075], [8.3003, 0.2341, -0.0874], [7.0247, 0.9772, -0.6402], [7.2465, 2.3379, -1.1668], [6.1113, 3.0999, -1.6947], [4.8135, 2.4501, -1.7004], [4.5701, 1.0808, -1.2072], [5.6930, 0.3353, -0.6508], [3.0754, 0.6916, -1.3912], [2.5352, -0.3643, -1.2061], [2.5009, 1.9005, -1.8936], [1.1684, 2.2914, -1.4031], [1.1746, 2.9237, 0.0521], [-0.0036, 2.6583, 0.8066], [-1.1775, 3.0925, 0.1238], [-2.4407, 3.2157, 1.0518], [-2.6064, 2.0815, 1.9459], [-3.6054, 1.2470, 1.4073], [-3.2192, 0.2665, 0.3878], [-4.2192, -0.6090, -0.2457], [-5.6582, -0.5386, 0.1198], [-6.6749, -1.4745, -0.6315], [-6.7940, -2.7685, 0.3305], [-8.1646, -0.8860, -0.6482], [-6.1886, -2.0212, -2.0119], [-5.8526, -1.0128, -3.1698], [-4.3450, -1.2524, -3.6747], [-6.0307, 0.5284, -2.9233], [-6.7604, -1.3974, -4.4414], [-6.0080, 0.4150, 1.1687], [-5.0038, 1.2951, 1.8055], [3.4199, 2.9622, -2.1838], [3.1620, 4.0257, -2.6845], [6.3462, -1.4379, 2.8319], [6.9555, -2.9703, 3.6029], [8.0909, -1.8331, 2.6738], [5.9123, -2.5696, 0.8610], [6.4861, -4.1263, 1.5850], [6.5751, -3.2370, -1.0990], [7.7168, -4.6593, -0.8426], [9.6929, -2.9922, -1.3695], [8.6417, -3.5509, -2.7683], [7.1748, -1.3493, -2.0588], [8.5095, -1.2564, -3.2574], [9.4105, 0.4621, -1.9888], [10.0558, -0.8678, -0.9624], [8.9496, 1.0067, 0.4068], [8.0311, -0.5636, 0.6475], [8.2575, 2.8198, -1.1841], [6.1884, 4.1298, -2.1128], [5.5452, -0.6923, -0.2484], [0.4084, 1.4636, -1.4856], [0.8024, 3.1014, -2.1002], [1.3519, 4.0386, -0.0626], [2.0561, 2.5445, 0.6467], [-0.9909, 4.1106, -0.3419], [-1.4575, 2.4116, -0.7307], [-2.3312, 4.1732, 1.6327], [-3.3348, 3.2640, 0.3684], [-2.1377, 0.2293, 0.0904], [-3.8169, -1.3073, -1.0143], [-7.2151, -3.6009, -0.3088], [-7.5716, -2.5584, 1.1158], [-5.7987, -3.0459, 0.7690], [-8.3920, -0.2616, 0.2481], [-8.8497, -1.7832, -0.5928], [-8.3662, -0.3865, -1.6280], [-6.9841, -2.7365, -2.3832], [-5.2910, -2.6803, -1.8141], [-3.9627, -2.2757, -3.4255], [-3.6311, -0.4815, -3.2865], [-4.3389, -1.1827, -4.8019], [-5.0274, 0.9961, -2.6910], [-6.7132, 0.8362, -2.0960], [-6.3700, 1.0414, -3.8712], [-7.8398, -1.4000, -4.1467], [-6.3992, -2.3964, -4.8037], [-6.5328, -0.6171, -5.2225], [-7.0531, 0.5159, 1.5322], [-5.3468, 2.0154, 2.5861], [-2.7917, 1.0842, 4.6566], [-3.3314, 0.8304, 5.9797], [-3.0213, -0.4244, 6.6381], [-4.1163, 1.7285, 6.6200], [-4.5986, 1.5761, 7.7265], [-3.1486, 0.3120, 3.9721], [-1.7006, 1.0543, 4.7036], [-3.1054, 2.0585, 4.2888], [-3.9495, -0.9581, 6.8531], [-2.5107, -0.2203, 7.5816], [-2.3847, -1.0387, 6.0030], [-4.2896, 2.6461, 6.0329]],
  "forces_ev_per_angstrom": [[0.2, 0.3, -0.6], [-0.3, -0.4, 1.3], [-1.3, 0.8, -0.6], [1.2, -0.9, -0.5], [-1.0, 0.6, 0.4], [0.7, -0.7, -0.4], [-0.3, 0.0, -0.2], [-0.4, 0.4, -0.9], [-0.4, 0.7, -0.1], [-2.5, -0.6, -0.2], [-0.6, -2.1, 0.5], [0.0, -1.6, 0.5], [2.7, 1.0, 0.1], [0.1, 2.1, -0.9], [2.1, 1.5, -0.3], [0.0, 0.8, 0.1], [-1.0, 0.1, 0.8], [-1.4, 0.8, -0.7], [1.0, 0.1, -0.2], [-0.2, 0.3, -0.6], [-0.8, 0.3, -0.6], [0.9, 0.5, -0.4], [-1.3, 0.3, -1.3], [-1.4, -2.1, -1.1], [-1.9, 0.0, 0.4], [-0.1, 1.8, 1.7], [2.1, 1.3, 0.0], [-0.5, -0.5, 2.0], [-0.4, 0.3, -0.7], [0.5, -1.1, -0.6], [0.0, -0.1, 0.3], [0.4, -0.2, -1.4], [-0.4, 0.1, -0.5], [0.6, 0.7, 0.0], [1.0, 0.4, 0.8], [2.0, 0.1, -0.4], [0.4, -1.1, -1.3], [1.8, -0.9, 0.7], [-0.3, -0.6, 0.4], [0.6, -0.9, -0.1], [0.3, 0.6, -0.8], [-1.0, -0.7, 0.2], [0.9, -0.4, 0.0], [0.1, 0.9, -0.2], [1.0, -0.2, 0.4], [-0.4, 0.9, 0.0], [-0.9, -0.1, -0.5], [0.1, 0.5, 0.9], [1.0, 0.3, 0.0], [-0.2, -0.1, 1.1], [-0.3, -0.6, 0.7], [-0.9, 0.5, -0.1], [-0.6, -0.8, -0.3], [0.2, 0.7, -0.7], [-1.0, -0.7, 0.2], [0.1, -1.0, 0.5], [0.2, 1.0, -0.4], [1.2, 0.5, 0.2], [0.4, -0.9, 0.6], [-0.4, -1.0, 0.2], [-1.0, 0.1, -0.5], [-0.3, -0.9, 0.5], [0.5, 0.4, 0.8], [-0.3, -1.1, -0.2], [0.9, 0.3, 0.7], [-1.2, -0.1, 0.3], [-0.7, 0.6, 0.7], [0.6, 0.7, 0.8], [1.1, -0.2, -0.5], [-1.0, 0.1, -0.4], [0.2, -0.3, -1.0], [0.6, 1.0, -0.2], [0.0, -0.1, 1.1], [0.7, 0.8, 0.5], [-0.9, 0.7, -0.2], [-0.4, 0.8, -0.1], [-0.6, -0.7, -0.2], [0.2, 0.1, 1.1], [-1.1, -0.5, 0.0], [0.4, -0.4, -0.7], [0.2, -0.6, 1.0], [0.8, -0.1, -0.5], [-0.7, 0.8, 0.2], [-0.5, -0.9, 0.6], [0.9, -0.1, -0.4], [0.4, -0.7, -0.7], [0.0, -0.3, 0.4], [-0.2, 0.4, 0.0], [-0.2, 0.2, 0.2], [0.1, -0.2, -0.1], [0.1, -0.1, -0.1], [0.1, 0.1, -0.1], [0.0, 0.1, -0.2], [0.0, -0.1, 0.1], [0.1, -0.1, 0.1], [0.0, -0.2, 0.0], [0.0, 0.1, 0.0], [0.0, 0.0, -0.1]]
}